w) {
  "formula": "C5H5NS2",
  "method": "wB97M-V/def2-TZVPD",
  "charge": 0,
  "orbital_gap_ev": 7.55,
  "e_homo_ev": -8.3,
  "smiles": "CC(=S)c1cscn1",
  "species": ["C", "C", "S", "C", "C", "S", "C", "N", "H", "H", "H", "H", "H"],
  "positions_angstrom": [[-2.13001, -0.62652, 0.12332], [-0.98268, 0.58424, 0.04549], [-1.50865, 2.18284, 0.10948], [0.45387, 0.32905, -0.09537], [1.03843, -0.94204, 0.06748], [2.77390, -0.77012, 0.16189], [2.52111, 0.95268, -0.20638], [1.31490, 1.36545, -0.15181], [-2.84267, -0.68093, -0.74937], [-2.95121, -0.47160, 0.88998], [-1.58974, -1.61451, 0.19903], [0.60012, -1.98293, -0.06658], [3.30263, 1.67439, -0.32717]],
  "mulliken_charge": [-0.898, 0.312, -0.200, 0.254, -0.323, -0.115, -0.110, -0.412, 0.283, 0.293, 0.209, 0.255, 0.452]
}

x) {
  "formula": "C5H5NS2",
  "method": "wB97M-V/def2-TZVPD",
  "charge": 0,
  "orbital_gap_ev": 7.44,
  "e_homo_ev": -8.5,
  "species": ["C", "C", "C", "C", "C", "H", "H", "H", "H", "H", "N", "S", "S"],
  "positions_angstrom": [[-2.74306, -0.29495, 0.60660], [-1.57393, -0.99060, 0.37183], [-0.43843, -0.59834, -0.27709], [2.44890, 0.03003, -0.75953], [2.30227, 1.32317, 0.18935], [-3.37749, -0.09482, 1.79610], [-1.42840, -1.67727, 1.19385], [-0.43123, 0.16692, -1.18881], [2.18927, 0.49329, -1.72228], [3.38816, -0.38458, -0.64767], [1.77383, 2.33398, 0.73531], [-3.34445, 0.84298, -0.42467], [1.23455, -1.14982, 0.12701]],
  "mulliken_charge": [-0.290, -0.158, -0.013, -0.454, 0.288, 0.233, 0.247, 0.230, 0.294, 0.348, -0.435, -0.227, -0.063]
}

Energetically preferred structure: w) | next structure: +315.4 kJ/mol

w) {
  "formula": "C3H8IN2O",
  "method": "wB97M-V/def2-TZVPD",
  "charge": 1,
  "orbital_gap_ev": 8.89,
  "e_homo_ev": -13.5,
  "species": ["C", "C", "C", "N", "N", "O", "I", "H", "H", "H", "H", "H", "H", "H", "H"],
  "positions_angstrom": [[0.07808, 0.95176, -0.71062], [1.12974, -1.11327, 0.21814], [-0.96800, 0.24254, 0.26406], [0.59436, 0.16652, 0.44260], [-1.63819, -0.87478, -0.08205], [0.82726, 2.09572, -1.10670], [0.31510, 3.72557, -0.06560], [0.23168, 0.30353, -1.65436], [0.34831, -1.76065, 0.51424], [1.93614, -1.36005, 0.97490], [1.31784, -1.26034, -0.83021], [-1.43283, 0.75082, 1.19471], [1.01587, 0.63664, 1.27754], [-1.19138, -1.45462, -0.77052], [-2.56397, -1.04940, 0.33387]],
  "mulliken_charge": [-0.095, -1.064, 0.199, 0.048, -0.419, -0.590, 0.291, 0.265, 0.473, 0.330, 0.331, 0.369, 0.395, 0.221, 0.247]
}

x) {
  "formula": "C3H8IN2O",
  "method": "wB97M-V/def2-TZVPD",
  "charge": 1,
  "orbital_gap_ev": 6.54,
  "e_homo_ev": -12.5,
  "species": ["C", "C", "C", "N", "N", "O", "I", "H", "H", "H", "H", "H", "H", "H", "H"],
  "positions_angstrom": [[0.11842, 0.74625, 2.04271], [-0.80929, -0.12682, -0.20679], [-0.21730, 0.88046, 0.58824], [-0.23194, -0.43340, 2.56785], [0.14941, 2.04844, 0.11036], [0.74065, 1.62617, 2.62809], [2.41414, -4.28802, -1.33246], [-0.10700, -1.08468, -0.39042], [-1.71169, -0.55364, 0.20259], [-1.02907, 0.28760, -1.26584], [-0.72378, -1.17086, 2.09098], [0.09573, -0.59448, 3.61654], [0.09947, 2.35310, -0.79564], [0.56051, 2.66391, 0.70045], [3.85498, -5.13344, -1.05106]],
  "mulliken_charge": [0.593, -1.402, 0.861, -0.338, -0.180, -0.582, -0.120, 0.355, 0.397, 0.335, 0.210, 0.313, 0.212, 0.220, 0.126]
}

Energetically preferred structure: x) | next structure: +276.5 kJ/mol

w) {
  "formula": "C4H3NOS2",
  "method": "wB97M-V/def2-TZVPD",
  "charge": 0,
  "orbital_gap_ev": 7.29,
  "e_homo_ev": -8.9,
  "species": ["C", "C", "C", "C", "H", "H", "H", "N", "O", "S", "S"],
  "positions_angstrom": [[-1.26194, 0.71534, 0.01750], [1.15868, 0.80454, 0.00352], [2.40121, 0.11430, -0.05334], [3.51577, -0.35485, 0.10875], [-1.32641, -1.92618, 1.44590], [-1.16579, 1.74834, 0.22290], [4.50429, -0.94601, -0.09425], [-0.10313, 0.04785, -0.00405], [1.12104, 2.02853, 0.00094], [0.04581, -1.60977, -0.09862], [-2.86711, 0.16506, -0.02715]],
  "mulliken_charge": [-0.301, 0.880, -0.518, -0.093, 0.121, 0.338, 0.344, 0.024, -0.488, -0.114, -0.191]
}

x) {
  "formula": "C4H3NOS2",
  "method": "wB97M-V/def2-TZVPD",
  "charge": 0,
  "orbital_gap_ev": 7.98,
  "e_homo_ev": -8.4,
  "smiles": "S=c1cc(S)ocn1",
  "species": ["S", "C", "C", "C", "S", "O", "C", "N", "H", "H", "H"],
  "positions_angstrom": [[1.31648, -0.23895, 2.51957], [0.90083, -0.19676, 0.90870], [-0.38108, 0.32188, 0.54209], [-0.79413, 0.21132, -0.73434], [-2.44221, 0.69842, -1.24092], [0.06957, -0.26811, -1.65804], [1.32984, -0.58817, -1.25974], [1.79465, -0.51040, -0.10308], [-1.01740, 0.60183, 1.42411], [-2.30156, 0.11489, -2.45570], [1.87873, -0.84029, -2.18106]],
  "mulliken_charge": [-0.299, 0.179, -0.333, 0.414, -0.205, -0.344, 0.138, -0.405, 0.322, 0.160, 0.373]
}

Energetically preferred structure: x) | next structure: +423.4 kJ/mol